15
Properties=species:S:1:pos:R:3 method="wB97M-V/def2-TZVPD" multiplicity=2 gap_ev="11.082 / 7.361" total_charge=+1 energy_ha=-341.663931 lumo_energy_ev="-4.02 / -7.92" e_above_lowest_ev=0.164
C -0.68894 2.15254 0.85603
C -0.23357 0.99376 0.08447
C -1.06678 0.23658 -0.83316
N -0.25282 -0.63728 -1.41016
C 1.01193 -0.37005 -0.93807
N 1.02819 0.60627 -0.04005
H -0.67063 1.94868 1.92872
H 0.02196 2.96241 0.68319
H -1.67245 2.45508 0.51129
H -2.08977 0.32165 -1.17213
H -0.41956 -1.23594 -2.21171
H 1.89318 -0.82619 -1.37641
H 1.05969 -1.74676 1.76684
H -0.47427 -1.78819 1.60550
O 0.33256 -2.29643 1.45686

=====

15
Properties=species:S:1:pos:R:3 method="wB97M-V/def2-TZVPD" gap_ev=9.956 total_charge=+2 energy_ha=-341.091238 lumo_energy_ev=-11.80 e_above_lowest_ev=0.304
C -0.68814 -1.31639 -0.06511
C 0.72001 -1.25572 -0.17420
C -2.38010 0.57606 -0.03574
C 2.38752 0.67427 -0.00335
N -1.09639 -0.07667 0.08603
N 1.20553 -0.03002 -0.01390
O -0.10768 0.77255 0.14353
H -1.32170 -2.19811 -0.08711
H 1.35328 -2.04442 -0.16170
H -2.67578 1.04211 0.85878
H -2.23126 1.46913 -0.68966
H -3.18759 -0.10826 -0.34564
H 1.88725 1.71678 -0.19980
H 2.86102 0.70126 0.99354
H 3.03477 0.27258 -0.85704